ORCA calculation (ωB97M-V/def2-TZVPD) on a molecular structure, C30H38IrN8O3PS2 at a distorted geometry.

XYZ file:
```
83
Properties=species:S:1:pos:R:3
N 0.169 -4.732 1.186
C 4.929 2.249 -1.000
H -3.967 0.495 -5.167
H 0.471 -6.644 5.277
H 8.247 1.808 -0.582
C -1.328 -1.252 4.914
C -1.539 -4.404 2.845
H 4.211 2.671 -1.687
H -0.627 -1.483 5.712
C -1.159 4.690 -1.463
N -0.052 2.524 -1.222
C 6.283 2.313 -1.260
H -2.170 -1.935 4.970
C -3.223 1.120 -3.261
H 5.045 0.602 1.979
H -0.288 -2.400 3.404
C -4.074 0.431 1.602
H -1.640 -5.594 6.003
H 0.097 3.860 4.552
H -4.436 2.510 1.176
C -0.332 -4.997 2.428
C -0.279 -2.712 0.033
N -1.037 -0.812 -1.012
H 7.463 0.741 1.492
C 6.750 1.154 0.798
C -0.627 -1.375 3.576
H -1.693 -0.237 5.042
H -2.393 1.457 -1.308
O -2.761 0.499 0.994
C -2.443 0.805 -2.166
H -4.077 2.179 2.881
N -1.075 -2.093 -0.777
C 0.377 -5.836 3.305
C -4.586 1.807 1.994
H -0.053 2.737 2.263
C -0.212 2.826 4.432
H -2.340 4.931 -3.255
H -3.098 3.928 -2.012
C -2.498 4.814 -2.188
H -1.632 3.305 2.872
C -2.009 -4.643 4.117
C -3.346 0.236 -4.325
C -1.777 -0.427 -2.116
H -5.653 1.744 2.202
C 0.815 1.799 -3.139
O -1.331 1.285 2.991
C 3.109 1.467 0.398
H 0.929 -5.319 0.840
C -0.391 3.524 -1.948
H -0.579 5.601 -1.625
H -4.702 -0.005 0.820
N 0.616 1.550 -1.866
C 5.401 1.076 1.077
Ir 0.320 0.335 -0.077
H 0.231 -0.701 3.537
H 0.644 2.175 4.586
C -1.909 -1.318 -3.196
P -1.369 0.316 1.716
H -1.315 4.563 -0.391
C 7.192 1.762 -0.367
C 4.478 1.621 0.172
H -1.401 -2.271 -3.147
S 1.163 -1.826 0.721
C -0.806 2.611 3.050
H 1.289 -6.308 2.972
N 1.511 1.017 -3.963
S 0.117 3.331 -3.621
H -4.048 -0.242 2.461
H -0.955 2.605 5.194
H -2.787 -1.686 -5.093
N -0.449 -3.965 0.312
H 1.929 0.167 -3.619
H 1.553 1.206 -4.950
H -3.768 2.051 -3.296
H -2.093 -3.791 2.151
H -3.042 5.677 -1.820
N 1.974 1.279 0.546
C -0.087 -6.027 4.588
H -2.950 -4.213 4.424
C -2.689 -0.985 -4.280
H 6.635 2.793 -2.159
O -1.535 -1.061 2.506
C -1.279 -5.434 5.000
```

Properties
HOMO-LUMO gap (spin up / spin down)	7.0 / 6.2	eV
E_HOMO (spin up / spin down)	-12.122 / -13.524	eV
E_LUMO (spin up / spin down)	-5.08 / -7.34	eV
total charge	+2
relative energy (zero: lowest compared OMol25 entry of this formula, charge and spin)	1.557	eV
spin multiplicity	5